214
Properties=species:S:1:pos:R:3 method="wB97M-V/def2-TZVPD" orbital_gap_ha=0.3839 homo_ev=-11.652 e_tot_ha=-5137.04148 multiplicity=1 molar_mass_g_mol=1444.59 charge=+1
O -4.525 1.837 3.948
O -2.685 3.827 -1.927
O 4.249 -0.436 -4.785
O 3.215 -4.384 2.511
O -3.108 -2.150 3.311
O -2.077 -4.103 0.724
O 1.878 3.720 5.020
O -4.982 -2.201 -2.713
O -2.933 -2.346 -3.825
O -6.511 1.806 -3.346
O 0.177 -4.799 -6.042
O 5.667 1.103 -3.915
O 1.071 1.755 -5.627
O -0.825 -5.079 -0.859
O 0.820 3.782 2.031
O 2.472 -3.585 0.461
O -1.951 -3.785 4.515
O 3.843 3.276 0.044
O -0.242 1.109 -3.877
O -2.189 5.460 -3.370
O -4.239 5.049 -2.911
O -4.545 -1.200 -4.708
O -4.718 3.094 2.121
O 7.406 0.143 6.447
O -5.902 1.155 2.426
O -0.022 5.351 0.645
O 1.994 -3.395 -5.939
O 1.998 1.798 6.292
O 4.530 3.144 2.197
O -2.899 -4.626 -1.322
O 3.022 3.645 6.936
O 4.139 5.078 1.323
O -5.396 2.973 -5.087
O 5.293 0.723 5.903
N 0.363 0.086 0.602
N -5.239 -6.325 1.525
C 7.613 2.114 -4.644
C -4.968 2.069 2.781
C -0.900 0.680 1.296
C -1.430 4.477 2.332
C 0.978 1.079 -0.379
C 2.000 0.726 2.454
C -5.261 -3.823 0.727
C -0.112 -1.137 -0.259
C 0.899 -3.910 -6.540
C -3.015 4.761 -2.581
C 2.713 -4.486 1.241
C 1.009 0.483 -6.300
C -2.437 -1.976 -5.100
C 1.113 5.413 -0.211
C -7.882 -3.931 0.587
C -0.996 -5.562 -2.135
C 0.564 -3.296 -7.873
C 0.484 1.944 -4.424
C -3.525 -1.083 -5.650
C 6.785 0.247 4.179
C -2.492 -5.479 -2.358
C 3.956 -3.247 2.897
C 3.067 0.230 3.380
C 2.096 0.371 -7.436
C 0.106 -3.523 5.555
C -4.368 -3.877 4.377
C 0.862 3.237 -3.753
C -5.226 -5.224 1.190
C -7.444 1.806 -5.567
C 3.531 0.839 -2.947
C 1.357 -0.414 1.600
C -6.654 -3.073 1.019
C -4.368 5.976 -3.955
C 1.580 -2.906 -3.618
C 6.656 0.958 -4.937
C -2.917 6.057 -4.410
C -6.319 2.279 -4.644
C 4.946 4.093 3.094
C -0.079 4.529 1.643
C 6.353 -1.386 8.198
C 2.336 -5.900 0.881
C -5.613 -0.015 3.170
C -5.657 2.110 -2.265
C 4.540 0.404 -3.953
C 2.436 -3.740 -4.602
C 4.146 3.778 1.092
C 3.419 2.712 7.872
C -1.971 -4.587 -0.391
C 2.323 3.091 5.947
C 0.805 6.220 -1.472
C 4.312 5.406 2.688
C -4.190 -1.973 -3.641
C 4.234 -3.209 4.432
C -6.325 1.580 -1.008
C -2.483 -0.132 -0.241
C 2.592 1.489 7.517
C 6.418 0.436 5.610
C 7.103 -0.012 7.847
C -3.055 -3.163 4.004
C -1.348 -0.811 -1.123
C -4.954 0.566 4.349
C -0.743 -3.101 4.339
C -2.016 1.127 0.331
H -4.760 6.965 -3.717
H 6.537 -0.759 3.840
H -0.186 5.929 -1.821
H -5.009 -0.751 2.638
H 1.267 1.171 3.127
H -2.574 -4.974 -3.321
H -1.548 3.525 2.849
H -5.255 -3.261 4.231
H 0.525 -3.151 -3.492
H 8.270 1.741 -3.858
H -6.581 -0.486 3.336
H 0.300 -4.596 5.542
H -7.084 1.876 -6.594
H -5.901 2.189 -0.209
H 5.722 -1.337 9.086
H 3.490 -3.561 -4.386
H -2.859 1.542 0.884
H -1.277 -0.012 2.049
H 1.212 1.958 0.223
H 3.113 -6.408 0.310
H 4.929 -3.997 4.722
H 6.946 -2.300 8.210
H 0.743 -1.566 -0.781
H 7.214 0.023 -4.976
H -2.905 -0.785 0.524
H -0.660 -6.593 -2.249
H 0.677 7.251 -1.145
H 3.341 5.579 3.153
H -0.396 -3.744 -8.129
H 3.286 -3.352 4.949
H 4.532 3.841 4.070
H -2.811 5.639 -5.411
H 3.420 1.922 -2.992
H 0.654 4.070 -4.425
H -5.570 0.759 5.228
H -7.896 -4.090 -0.491
H -5.085 -3.950 -0.341
H 0.396 -2.226 -7.754
H -8.354 2.403 -5.496
H 2.110 -0.683 -7.713
H -4.484 -3.236 1.217
H -6.064 0.547 -0.778
H -3.975 -1.430 -6.580
H -7.403 1.739 -0.993
H 2.089 -1.073 1.133
H -0.513 -4.922 -2.872
H 1.507 -1.872 -3.957
H -4.297 -4.084 5.445
H 0.788 -1.031 2.295
H 1.405 4.411 -0.523
H -6.738 -2.101 0.532
H -1.706 1.796 -0.472
H 2.036 -6.475 1.757
H -2.961 -6.462 -2.350
H 2.376 -4.823 -4.496
H 6.035 4.119 3.144
H 1.466 -5.766 0.238
H -1.591 5.255 3.078
H 0.226 1.351 -1.120
H -0.553 1.494 1.933
H 1.882 3.333 -3.379
H 1.073 -3.038 5.685
H 2.414 1.516 1.827
H -4.603 1.876 -2.417
H 8.069 -0.103 8.344
H -2.248 4.597 1.621
H 3.243 0.620 7.421
H 2.762 -0.546 4.083
H -1.766 -1.719 -1.557
H 3.379 -2.405 2.515
H 5.064 6.172 2.877
H 1.569 6.026 -2.225
H 1.999 1.109 -8.233
H 0.132 3.371 -2.955
H -7.739 -4.875 1.112
H 4.837 -3.188 2.258
H 1.244 -0.322 -5.604
H -0.405 -1.899 0.463
H -1.496 -1.462 -4.905
H 2.028 5.754 0.273
H 5.745 -1.594 7.318
H 3.458 1.036 4.001
H -4.447 -4.864 3.922
H 3.075 0.489 -6.971
H -3.132 -0.085 -5.845
H -1.111 -0.327 -2.071
H 1.955 1.255 8.369
H 7.828 0.550 4.080
H 6.096 0.886 3.626
H 1.837 0.578 -0.826
H -7.750 0.777 -5.376
H -2.353 -2.835 -5.765
H 3.775 0.513 -1.936
H -5.019 5.526 -4.704
H -0.284 -3.380 3.391
H -3.338 0.121 -0.867
H 4.479 2.469 7.807
H -8.827 -3.457 0.855
H -0.022 0.315 -6.610
H 6.524 0.847 8.184
H -0.517 -3.345 6.432
H 8.184 2.328 -5.547
H 3.169 3.112 8.855
H 3.871 -0.168 2.761
H -2.673 7.116 -4.485
H 4.681 -2.278 4.782
H 2.101 -2.826 -2.664
H 1.411 -3.532 -8.518
H -6.681 -2.866 2.089
H 7.066 3.015 -4.366
H -5.624 3.197 -2.188
H 6.202 1.072 -5.922
H 2.532 0.563 -3.287
H -0.910 -2.030 4.450
H -4.083 -0.048 4.579